C29H27BClGeN6O2Rh as an isolated structure. Source: the Open Molecules 2025 dataset; level of theory: the ωB97M-V functional and the def2-TZVPD basis.

```
68
Properties=species:S:1:pos:R:3:forces:R:3:lowdin_spin:R:1
Rh 0.615 0.683 0.207 1.570 0.383 1.400 0.73
Ge -0.887 -1.269 -0.375 -0.144 -0.530 0.128 0.03
Cl 4.269 1.086 -2.428 0.009 0.003 -0.009 0.00
O 1.022 -0.127 -2.096 0.056 -0.149 0.017 0.02
O 2.314 -0.411 -0.375 0.089 0.176 -0.044 0.00
N 1.753 0.815 1.878 0.169 0.066 -0.234 0.02
N -0.505 1.957 1.380 -0.837 -0.160 -0.645 0.00
N 1.617 3.366 -0.220 -0.104 -0.073 0.046 0.00
N 0.922 2.455 -0.944 0.514 0.067 0.101 0.11
N 2.360 2.032 1.855 -0.077 0.038 0.106 0.00
N 0.135 3.079 1.757 0.060 -0.028 -0.033 0.00
C -2.498 -2.652 1.438 0.026 -0.009 -0.027 0.00
C 0.034 -2.801 -1.068 0.070 0.139 -0.122 0.00
C -2.606 -2.577 3.835 0.008 0.002 -0.023 0.00
C 2.087 4.315 -1.043 -0.049 0.056 0.044 0.00
C -1.895 0.061 -2.779 0.008 -0.100 -0.072 0.00
C 0.975 2.828 -2.217 -0.031 -0.025 -0.032 0.01
C 3.552 1.928 2.444 -0.059 0.047 0.056 0.00
C -2.156 -0.324 -1.462 0.038 0.163 0.126 0.00
C -0.142 -3.204 -2.392 -0.051 0.034 -0.059 0.00
C 0.530 -4.315 -2.876 0.029 -0.024 0.012 0.00
C -1.499 -1.672 1.438 -0.100 -0.097 -0.099 0.02
C -4.380 0.598 -1.641 0.014 0.021 -0.014 0.00
C -0.670 3.801 2.548 0.030 -0.032 0.034 0.00
C -3.399 -0.034 -0.893 -0.011 0.010 0.045 0.00
C -2.877 0.697 -3.520 -0.028 0.023 0.001 0.00
C 2.599 -0.049 2.445 -0.057 -0.063 0.049 0.01
C -3.054 -3.096 2.628 0.005 0.013 0.042 0.00
C -1.052 -1.168 2.655 0.130 0.041 0.010 0.01
C 1.697 4.014 -2.332 -0.012 0.020 0.010 0.00
C 2.175 -0.338 -1.621 -1.433 0.104 -1.162 0.00
C 1.397 -5.016 -2.047 -0.016 0.019 0.021 0.00
C 3.747 0.616 2.846 -0.008 -0.015 0.003 0.01
C -1.869 3.130 2.688 0.023 0.025 0.032 0.00
C 0.898 -3.515 -0.241 -0.042 -0.022 0.127 0.00
C -1.714 1.969 1.932 -0.059 0.075 -0.125 0.00
C 1.581 -4.618 -0.729 0.005 -0.021 -0.049 0.00
C -4.117 0.965 -2.954 0.006 -0.006 0.009 0.00
C -1.601 -1.621 3.847 -0.035 -0.025 0.015 0.00
C 3.309 -0.406 -2.607 0.340 -0.182 0.389 0.00
B 1.602 3.294 1.323 -0.121 0.022 0.012 0.00
H 1.902 4.575 -3.227 0.001 -0.004 -0.004 0.00
H -3.036 -2.925 4.765 0.003 0.001 0.003 0.00
H 3.961 -1.253 -2.402 0.006 0.007 -0.006 0.00
H -2.729 3.433 3.257 -0.003 0.004 -0.002 0.00
H -3.611 -0.313 0.133 0.000 -0.019 -0.015 0.00
H -1.243 -1.223 4.787 0.005 0.003 0.000 0.00
H -5.345 0.808 -1.200 -0.001 0.000 0.002 0.00
H -2.847 -3.087 0.506 -0.007 0.016 0.002 0.00
H -2.405 1.163 1.756 0.014 0.006 0.009 0.00
H -0.928 -0.140 -3.221 -0.016 0.014 0.006 0.00
H -2.676 0.988 -4.543 0.003 -0.003 -0.001 0.00
H -3.830 -3.849 2.612 -0.002 0.000 -0.005 0.00
H 4.171 2.801 2.570 0.011 -0.004 0.002 0.00
H -4.880 1.462 -3.538 -0.001 0.001 -0.001 0.00
H -0.269 -0.421 2.697 -0.054 0.015 -0.012 0.01
H 4.596 0.208 3.365 -0.005 -0.004 0.011 0.00
H 2.058 4.287 1.799 0.065 -0.001 -0.018 0.00
H 2.250 -5.171 -0.084 0.002 0.005 0.006 0.00
H 2.648 5.145 -0.648 0.005 0.004 -0.015 0.00
H 0.498 2.231 -2.975 0.032 -0.018 -0.007 0.00
H 2.332 -1.089 2.536 0.028 -0.007 -0.034 0.00
H 1.029 -3.219 0.794 0.008 0.002 -0.006 0.00
H 2.917 -0.447 -3.616 -0.012 -0.016 0.004 0.00
H 0.380 -4.635 -3.899 -0.005 0.003 -0.002 0.00
H 1.925 -5.880 -2.427 0.001 -0.002 0.001 0.00
H -0.815 -2.660 -3.044 0.022 0.004 -0.005 0.00
H -0.324 4.733 2.962 -0.024 0.010 0.002 0.00
```
Positions in Å, forces in eV/Å.

## Properties
E_HOMO (spin up / spin down) = -11.85 / -11.98 eV
Energy relative to the best compared isomer or geometry (same formula, charge and spin) = 134.3 kJ/mol
LUMO level (spin up / spin down) = -0.166 / -0.169 Ha
Charge = +1
Maximum force = 2.14 eV Å⁻¹
Gap between HOMO and LUMO (spin up / spin down) = 7.3405 / 7.3886 eV
Multiplicity = 2

=====

C29H27BaBr2N3O3 as an isolated structure. Source: the Open Molecules 2025 dataset; level of theory: the ωB97M-V functional and the def2-TZVPD basis.

```
65
Properties=species:S:1:pos:R:3:forces:R:3:mulliken_charge:R:1
Ba 0.473 -1.009 -0.062 -0.322 -2.605 0.467 1.96
Br 4.867 -3.144 1.062 0.016 0.056 0.096 -0.23
Br 5.290 -1.317 6.390 -0.050 0.003 -0.063 -0.33
O -1.514 -0.303 0.598 -3.205 1.485 1.147 -0.71
O 2.368 -1.384 1.100 2.734 -0.266 1.864 -0.93
O 1.064 -0.077 -1.951 0.880 1.781 -3.151 -0.84
N 1.298 0.043 3.145 -0.244 0.078 -0.208 -0.08
N -2.429 1.361 -2.721 0.082 -0.108 0.054 -0.59
N -0.611 3.135 -0.912 0.195 0.074 0.063 -0.51
C 4.819 -2.064 3.693 -0.127 0.146 0.222 -0.43
C 1.142 0.916 -2.771 0.090 0.331 -0.428 0.01
C 2.457 2.579 -3.990 -0.053 0.035 -0.056 -0.46
C 4.150 -2.098 2.478 -0.152 0.011 -0.338 0.01
C 1.338 0.817 5.398 0.106 -0.036 0.061 -0.83
C -3.644 0.231 1.502 -0.007 -0.145 -0.003 -0.50
C -4.603 1.175 1.803 0.001 0.029 -0.033 -0.42
C 2.515 0.160 5.636 -0.091 0.083 0.015 -0.74
C 2.447 -0.626 3.352 0.155 0.019 0.241 -0.17
C -2.681 2.759 -2.406 0.076 0.045 0.032 -0.69
C -1.316 0.855 -3.070 -0.254 -0.121 0.068 -0.58
C -4.405 2.523 1.504 0.011 0.099 -0.017 -0.65
C -0.307 -4.643 -1.325 0.195 -0.137 0.310 1.13
C 2.959 -1.383 2.209 0.478 -0.236 0.172 0.44
C -0.925 2.384 0.058 0.220 -0.068 -0.009 -0.82
C 0.180 -4.224 -2.712 -0.074 -0.064 0.121 -1.26
C 0.448 -3.892 -0.222 -0.275 -0.318 -0.294 -1.62
C 1.321 3.047 -4.653 0.009 0.066 -0.027 -0.61
C 0.096 2.482 -4.336 -0.037 0.032 0.040 -0.12
C -1.576 3.688 -1.843 -0.111 -0.183 -0.147 -0.89
C -2.413 0.573 0.879 -0.402 0.217 0.170 0.10
C 3.120 -0.597 4.610 -0.182 0.008 -0.226 0.73
C 2.374 1.549 -3.079 0.054 -0.177 0.045 -0.56
C -2.233 1.959 0.583 -0.120 -0.164 0.038 0.61
C -1.814 -4.411 -1.215 0.141 -0.051 -0.066 -1.38
C 4.317 -1.326 4.737 0.298 -0.152 0.103 0.08
C 0.759 0.731 4.120 0.005 -0.049 -0.121 -0.27
C -3.214 2.891 0.895 -0.046 0.023 0.064 -0.22
C -0.018 1.462 -3.399 0.180 0.102 0.117 0.59
H -3.814 -0.815 1.733 0.048 -0.002 -0.011 0.38
H -0.068 2.002 0.627 -0.056 -0.027 0.003 0.68
H -2.011 -3.336 -1.166 -0.069 -0.011 -0.011 0.16
H -0.988 4.094 -2.663 0.005 0.039 -0.056 0.46
H 2.991 0.214 6.606 0.007 -0.022 0.006 0.30
H -3.079 3.245 -3.306 0.008 0.016 0.006 0.40
H -3.030 3.939 0.678 0.021 -0.018 -0.025 0.35
H 1.394 3.841 -5.387 -0.011 -0.011 0.006 0.35
H 0.118 -3.135 -2.807 0.010 -0.006 -0.071 0.06
H -3.502 2.728 -1.687 -0.017 0.040 -0.075 0.42
H 1.223 -4.516 -2.858 0.026 0.076 0.002 0.32
H 3.259 1.183 -2.571 -0.013 -0.013 -0.018 0.43
H 1.509 -4.196 -0.264 0.036 0.087 0.047 0.30
H -0.137 -5.739 -1.243 -0.178 -0.032 -0.214 0.11
H 3.420 3.031 -4.205 0.016 -0.028 0.030 0.34
H 0.074 -4.255 0.754 0.032 0.008 0.037 0.27
H -5.151 3.268 1.751 -0.006 -0.022 -0.003 0.37
H -2.352 -4.834 -2.074 -0.050 0.008 0.025 0.42
H -2.210 -4.870 -0.305 -0.009 0.070 0.037 0.32
H 0.855 1.395 6.175 0.007 0.009 -0.001 0.37
H -0.422 -4.688 -3.505 0.037 0.020 -0.050 0.44
H -0.804 2.833 -4.833 -0.020 0.012 0.039 0.43
H 5.738 -2.621 3.813 0.000 -0.016 -0.004 0.40
H -1.323 -0.238 -3.141 -0.005 0.029 -0.031 0.45
H -0.172 1.241 3.892 0.004 0.001 0.031 0.49
H -5.528 0.868 2.282 0.016 -0.042 -0.008 0.34
H -2.091 4.539 -1.378 -0.015 -0.006 -0.014 0.43
```
Positions in Å, forces in eV/Å.

## Properties
E_HOMO = -0.26 eV
Energy relative to the best compared isomer or geometry (same formula, charge and spin) = 226.6 kJ/mol
LUMO level = 0.138 Ha
Charge = -2
Maximum force = 3.73 eV Å⁻¹
Gap between HOMO and LUMO = 4.0046 eV

=====

C29H27IrN7S as an isolated structure. Source: the Open Molecules 2025 dataset; level of theory: the ωB97M-V functional and the def2-TZVPD basis.

```
65
Properties=species:S:1:pos:R:3:forces:R:3:mulliken_charge:R:1
Ir -0.251 -0.171 -0.014 0.341 0.077 -0.527 3.31
S -2.178 -1.182 -4.212 0.008 -0.039 0.032 -0.06
N 1.212 0.279 1.356 -0.118 0.166 0.363 -0.74
N -2.489 2.863 -1.844 0.060 -0.043 0.123 -0.03
N -0.212 -1.965 0.916 -0.020 -0.036 0.040 0.22
N -0.805 1.900 -0.746 0.051 -0.377 -0.108 0.00
N -1.279 -0.561 -1.911 -0.272 -0.005 0.353 0.19
N -1.842 0.324 1.243 -0.251 -0.034 -0.221 0.42
N 1.511 -0.826 -0.977 0.190 0.427 -0.012 -0.08
C -2.495 0.382 -3.636 0.028 -0.022 0.030 -0.52
C -1.320 -1.532 -2.800 -0.294 -0.228 0.223 -0.40
C -0.382 0.934 3.181 -0.016 -0.106 0.029 -1.64
C -1.139 -2.918 0.721 0.085 -0.064 -0.044 -0.03
C -1.212 -4.034 1.527 0.014 -0.004 -0.016 -0.94
C -4.232 0.449 1.420 0.017 -0.014 -0.043 -1.03
C 3.857 -0.375 -1.095 -0.005 0.001 0.027 -1.09
C 1.675 -0.977 2.048 0.096 0.059 -0.130 -1.35
C 2.309 0.852 0.501 -0.096 0.192 0.072 -0.95
C -1.719 0.824 2.489 -0.039 -0.144 0.039 1.00
C -1.933 0.544 -2.408 0.305 0.088 -0.406 -0.13
C -0.708 5.319 0.859 -0.017 0.020 -0.011 -1.12
C 1.698 -1.897 -1.759 0.040 0.131 -0.019 -0.19
C -2.852 1.163 3.222 0.008 0.031 -0.031 -0.99
C 2.930 -2.222 -2.289 -0.018 -0.016 -0.009 -1.09
C -0.980 3.219 -0.257 0.300 0.162 0.030 0.89
C 2.596 -0.120 -0.596 -0.022 -0.092 0.050 0.71
C -0.314 -4.159 2.579 -0.005 0.001 0.005 -0.44
C -1.807 5.866 0.180 0.017 -0.069 -0.018 -0.56
C -2.483 5.117 -0.755 0.026 0.043 0.028 -1.20
C 0.662 -2.077 1.933 -0.016 0.010 -0.003 0.95
C -2.039 3.815 -0.951 -0.084 -0.059 -0.045 0.47
C -0.280 4.025 0.651 0.188 0.096 0.093 -0.63
C 0.812 1.318 2.342 -0.004 -0.095 -0.077 -0.01
C 4.022 -1.424 -1.988 0.041 -0.008 -0.004 -0.39
C -4.114 0.987 2.693 -0.030 0.013 0.046 -0.61
C -3.081 0.136 0.737 -0.012 0.074 0.066 -0.03
C 0.631 -3.165 2.785 0.018 -0.011 -0.017 -1.13
C -1.740 1.768 -1.676 -0.285 0.158 0.039 0.14
H 4.700 0.221 -0.771 -0.005 0.004 0.007 0.56
H -0.353 -5.018 3.235 0.003 -0.003 -0.003 0.47
H 1.911 -0.758 3.089 -0.024 -0.006 0.010 0.62
H -3.016 1.106 -4.243 0.018 0.013 0.000 0.45
H -0.158 5.939 1.554 -0.014 0.012 0.003 0.48
H 1.340 -3.232 3.600 0.004 0.000 -0.001 0.57
H 1.672 1.543 2.979 -0.014 -0.055 0.042 0.62
H -3.126 -0.278 -0.260 -0.039 -0.021 0.030 0.44
H -0.202 0.001 3.725 0.003 -0.009 -0.014 0.34
H 2.603 -1.306 1.577 -0.010 -0.012 0.018 0.63
H 3.188 1.056 1.116 0.037 -0.028 -0.039 0.74
H -0.476 1.695 3.956 -0.015 -0.007 0.007 0.81
H -5.195 0.274 0.963 0.002 -0.007 -0.002 0.52
H 0.583 2.199 1.760 -0.014 -0.128 0.147 -1.02
H 4.998 -1.646 -2.399 -0.001 0.008 -0.008 0.47
H -1.964 -4.785 1.336 -0.004 0.001 0.005 0.50
H 0.844 -2.524 -1.927 -0.089 -0.067 -0.097 0.44
H -3.273 2.960 -2.470 0.014 0.012 -0.026 0.28
H -1.820 -2.764 -0.106 -0.034 0.018 0.038 0.44
H -2.102 6.888 0.373 -0.003 -0.002 0.004 0.44
H -0.912 -2.516 -2.660 -0.030 -0.084 0.118 0.41
H -4.992 1.256 3.266 0.001 -0.005 0.003 0.48
H -2.728 1.564 4.218 0.007 0.006 -0.003 0.56
H -3.311 5.521 -1.323 0.007 0.011 0.003 0.46
H 3.031 -3.096 -2.917 -0.017 0.003 -0.005 0.48
H 0.616 3.727 1.175 -0.044 0.050 -0.209 0.50
H 1.938 1.797 0.098 0.033 0.013 0.025 0.35
```
Positions in Å, forces in eV/Å.

## Properties
E_HOMO = -16.58 eV
LUMO level = -0.303 Ha
Charge = +3
Maximum force = 0.63 eV Å⁻¹
Gap between HOMO and LUMO = 8.3351 eV

=====

C29H27N8O2PtS as an isolated structure. Source: the Open Molecules 2025 dataset; level of theory: the ωB97M-V functional and the def2-TZVPD basis.

```
68
Properties=species:S:1:pos:R:3:forces:R:3:mulliken_charge:R:1
Pt 0.022 0.015 0.137 -0.296 0.255 0.652 0.23
S -0.493 -4.043 -1.866 -0.057 -0.006 -0.019 -0.21
O -3.606 4.468 -3.552 -0.001 0.005 0.006 -0.50
O -6.603 -1.069 1.691 0.000 0.027 0.025 -0.51
N 3.860 1.369 0.313 -0.011 0.004 0.000 -0.03
N 0.414 1.477 1.702 -0.056 -0.293 -0.350 -0.59
N 1.999 0.340 -0.194 -0.260 -0.182 -0.237 0.46
N 1.298 -1.484 3.720 0.015 -0.009 -0.043 0.02
N 0.724 -1.195 1.622 -0.158 -0.102 -0.116 0.74
N -1.988 0.029 0.545 0.252 -0.399 0.017 0.39
N -0.628 1.345 -1.267 0.027 0.138 0.211 0.22
N -0.564 -1.375 -1.157 0.493 0.259 -0.269 -0.71
C 0.158 1.936 -2.181 -0.053 0.011 -0.060 -0.08
C -2.473 2.658 -1.987 -0.001 -0.076 -0.068 -0.55
C 1.697 2.174 1.394 0.062 0.069 -0.025 -1.07
C -1.665 3.304 -2.921 -0.017 -0.018 0.008 0.06
C -1.940 1.665 -1.195 -0.023 -0.125 0.041 0.55
C 0.775 -0.649 2.825 0.010 0.116 -0.040 0.40
C 4.137 -1.522 -2.588 -0.012 0.002 0.026 -0.94
C 2.996 -0.219 -0.993 0.022 -0.080 0.007 0.12
C -4.098 0.770 -0.239 0.011 0.053 0.033 -0.71
C -3.963 -0.939 1.434 -0.019 0.054 -0.002 -0.94
C 2.610 -4.748 2.567 -0.006 0.005 0.020 -0.54
C -0.484 -2.552 -1.397 -0.069 0.083 -0.021 0.57
C -4.743 -0.123 0.618 0.007 -0.012 0.019 0.23
C 4.187 0.433 -0.673 -0.035 0.011 0.000 0.88
C -2.229 4.379 -3.800 0.007 0.015 0.006 -0.55
C -2.722 0.828 -0.263 0.002 0.043 -0.005 0.75
C -6.239 -0.229 0.633 -0.003 -0.019 -0.025 -0.66
C 1.660 -2.656 3.053 -0.004 0.034 0.007 0.86
C -0.333 2.906 -3.024 0.007 -0.006 0.000 -1.05
C 2.946 -1.216 -1.965 -0.005 -0.018 -0.030 -0.51
C -2.592 -0.852 1.355 0.018 0.045 0.057 -0.12
C 2.345 -4.534 1.205 -0.019 0.009 -0.001 -1.23
C 5.390 0.122 -1.296 0.017 -0.018 0.006 -1.17
C 5.338 -0.866 -2.256 0.006 0.013 0.003 -0.60
C 2.286 -3.805 3.519 0.006 -0.019 0.004 -1.28
C 1.716 -3.395 0.751 -0.011 0.016 -0.028 -0.24
C 0.355 0.766 3.020 -0.072 0.068 0.130 -1.18
C 2.551 1.279 0.557 0.054 0.011 -0.051 0.36
C 1.334 -2.459 1.708 0.061 0.023 0.150 0.34
H -1.947 -1.498 1.936 -0.005 -0.007 -0.026 0.52
H 1.548 -3.244 -0.302 0.011 -0.017 0.042 0.25
H 0.327 3.343 -3.762 -0.002 0.013 0.005 0.54
H -4.673 1.404 -0.901 -0.016 -0.020 0.006 0.54
H -0.335 2.164 1.720 0.074 0.094 -0.124 0.43
H 3.099 -5.663 2.872 0.003 0.002 0.002 0.44
H -3.515 2.933 -1.914 0.011 0.012 -0.023 0.63
H -1.705 5.316 -3.570 0.011 -0.007 -0.014 0.36
H -4.432 -1.643 2.105 0.001 -0.011 -0.012 0.53
H 2.197 2.524 2.298 -0.018 -0.067 0.024 0.53
H -7.562 -1.110 1.774 0.001 -0.025 -0.022 0.34
H 1.182 1.597 -2.245 0.023 0.001 0.052 0.45
H -6.667 0.776 0.720 0.012 0.006 0.025 0.40
H -4.004 5.138 -4.119 0.002 -0.001 0.001 0.34
H 2.020 -1.712 -2.228 0.030 0.014 -0.001 0.47
H 1.440 -1.293 4.701 -0.007 -0.009 0.005 0.26
H -2.003 4.127 -4.843 -0.015 -0.012 -0.003 0.39
H 4.500 2.021 0.745 0.008 -0.004 -0.008 0.27
H 6.245 -1.144 -2.776 0.002 0.000 0.004 0.45
H 2.520 -3.947 4.565 0.000 -0.004 -0.001 0.47
H -6.547 -0.632 -0.342 -0.016 0.023 0.000 0.35
H 6.315 0.625 -1.049 -0.001 0.002 -0.003 0.49
H -0.674 0.823 3.382 0.001 -0.006 -0.030 0.44
H 4.154 -2.283 -3.356 -0.003 0.002 -0.001 0.49
H 0.985 1.274 3.752 -0.008 -0.008 0.002 0.51
H 1.448 3.054 0.795 0.010 0.041 0.062 0.45
H 2.649 -5.286 0.489 0.002 0.002 -0.003 0.48
```
Positions in Å, forces in eV/Å.

## Properties
E_HOMO = -16.37 eV
Energy relative to the best compared isomer or geometry (same formula, charge and spin) = 32.2 kJ/mol
LUMO level = -0.347 Ha
Charge = +3
Maximum force = 0.76 eV Å⁻¹
Gap between HOMO and LUMO = 6.9194 eV

=====

| no. | DFT total energy (Eh) |
| --- | --- |
| 1 | -4272.660351 |
| 2 | -6684.829576 |
| 3 | -2006.340201 |
| 4 | -2226.510343 |